(1)
Density functional theory data (ωB97M-V/def2-TZVPD) for a molecular structure, C23H58BN2O14V in a non-equilibrium geometry.

Cartesian coordinates (Å):
1 O -5.959687 8.477211 6.832165
2 V -6.203706 9.432246 5.611138
3 C -3.823649 10.192532 4.267004
4 O -4.009298 9.198121 5.077076
5 O -3.125002 11.148302 4.784353
6 O -5.013580 10.685642 4.122245
7 C -6.884828 11.881984 6.824634
8 O -6.864332 12.969147 6.134657
9 O -7.654406 10.896942 6.485317
10 O -5.726662 11.400483 6.929532
11 B -7.678984 8.040767 4.677391
12 H -7.815831 9.139569 4.675084
13 H -7.836618 7.666014 5.731540
14 H -8.393632 7.626930 3.900056
15 H -6.609280 7.997662 4.402193
16 C -11.731550 16.062331 6.481760
17 O -11.206097 14.772164 6.374635
18 C -12.039412 13.725860 6.825609
19 C -11.095476 12.532932 7.203054
20 N -10.243138 12.045196 6.123375
21 C -11.051860 11.555473 5.030766
22 C -10.195178 10.929086 3.895680
23 O -9.565114 11.862184 3.073258
24 C -8.400212 11.373600 2.432983
25 H -11.052698 16.838886 6.136008
26 H -12.291979 16.314645 7.388381
27 H -12.549317 16.110817 5.743830
28 H -12.864035 13.355298 6.208374
29 H -12.546406 13.956792 7.770957
30 H -11.714308 11.738876 7.646615
31 H -10.420030 12.916000 7.969892
32 H -9.460609 11.435538 6.374204
33 H -11.478389 12.460797 4.580721
34 H -11.863190 10.864325 5.294606
35 H -10.863378 10.186628 3.440768
36 H -9.482226 10.330134 4.466325
37 H -8.121468 12.154070 1.724336
38 H -8.588873 10.421526 1.926214
39 H -7.556196 11.232013 3.117104
40 C -6.872632 5.880296 1.519496
41 O -5.665980 6.378421 0.970434
42 C -5.069755 7.471755 1.671888
43 C -3.651431 7.685574 1.175170
44 N -2.737003 6.609667 1.587997
45 C -2.713236 5.487426 0.612818
46 C -1.380981 4.713039 0.801096
47 O -1.408236 3.708789 1.830565
48 C -0.118016 3.157504 2.021300
49 H -7.464916 5.377397 0.751658
50 H -7.502319 6.642528 1.980854
51 H -6.688479 5.095381 2.259105
52 H -5.098505 7.411678 2.761748
53 H -5.642882 8.371940 1.428051
54 H -3.277710 8.606399 1.626792
55 H -3.619860 7.833467 0.093472
56 H -3.163841 6.145302 2.381915
57 H -2.814562 5.950195 -0.369017
58 H -3.607264 4.890814 0.805569
59 H -0.563295 5.398161 1.029393
60 H -1.174648 4.168225 -0.128247
61 H -0.058284 2.548623 2.923463
62 H 0.655882 3.925194 2.094410
63 H 0.140415 2.470823 1.207750
64 C -5.779379 3.274590 6.801634
65 C -6.890177 3.669721 5.771125
66 C -7.865553 2.562387 5.521775
67 O -7.568326 4.844554 6.219009
68 H -6.174538 2.886986 7.742568
69 H -5.246721 4.187327 7.069127
70 H -5.147397 2.547698 6.290995
71 H -6.298603 3.882736 4.876277
72 H -8.615465 3.016966 4.869908
73 H -8.299603 2.186778 6.450588
74 H -7.510273 1.680903 4.983002
75 H -8.473633 4.833266 5.887496
76 C -9.681135 8.443500 8.021217
77 C -10.564152 7.649765 7.090791
78 C -12.048024 7.707819 7.504273
79 O -10.533596 8.426946 5.906148
80 H -9.830988 9.517743 8.097171
81 H -8.651670 8.309372 7.678421
82 H -9.591952 7.984864 9.013889
83 H -10.288420 6.601481 6.948617
84 H -12.398448 8.740521 7.594336
85 H -12.346658 7.249087 8.450047
86 H -12.773743 7.356940 6.763714
87 H -9.664968 8.404136 5.476523
88 C -11.021402 6.624592 2.929658
89 C -10.765868 5.481356 3.964228
90 C -11.340725 4.094216 3.693357
91 O -9.390716 5.295007 4.146268
92 H -10.851326 6.190531 1.937070
93 H -10.423766 7.522538 3.065103
94 H -12.060189 6.933851 2.784605
95 H -11.096904 5.903025 4.920074
96 H -11.015903 3.716313 2.725432
97 H -12.420829 4.053308 3.853998
98 H -11.023176 3.463286 4.526258
99 H -8.856564 6.109891 4.206231

Atoms 1-2, force components in eV/Å:
0.12 -0.13 -0.18
4.07 4.08 2.88

2S+1: 2
Charge: -3
Expectation value of S²: 0.772

Quick look at the Löwdin charges, all values in e: number 1, O, carries -0.342; number 2, V, carries 0.941; number 3, C, carries -0.833; number 4, O, carries -0.202; number 5, O, carries -0.132; number 6, O, carries -0.212; number 7, C, carries -0.878; number 8, O, carries -0.113; number 9, O, carries -0.202; number 10, O, carries -0.105; number 11, B, carries -0.436; number 12, H, carries -0.039; number 13, H, carries 0.003; number 14, H, carries 0.000; number 15, H, carries -0.019; number 16, C, carries -0.145; number 17, O, carries -0.155; number 18, C, carries -0.244; number 19, C, carries -0.208; number 20, N, carries -0.021; number 21, C, carries -0.221; number 22, C, carries -0.238; number 23, O, carries -0.163; number 24, C, carries -0.088; number 25, H, carries 0.082; number 26, H, carries 0.072; number 27, H, carries 0.072; number 28, H, carries 0.101; number 29, H, carries 0.099; number 30, H, carries 0.093; number 31, H, carries 0.117; number 32, H, carries 0.069; number 33, H, carries 0.103; number 34, H, carries 0.097; number 35, H, carries 0.108; number 36, H, carries 0.084; number 37, H, carries 0.078; number 38, H, carries 0.079; number 39, H, carries 0.087; number 40, C, carries -0.104; number 41, O, carries -0.205; number 42, C, carries -0.198; number 43, C, carries -0.194; number 44, N, carries -0.048; number 45, C, carries -0.192; number 46, C, carries -0.213; number 47, O, carries -0.192; number 48, C, carries -0.144; number 49, H, carries 0.073; number 50, H, carries 0.072; number 51, H, carries 0.080; number 52, H, carries 0.119; number 53, H, carries 0.129; number 54, H, carries 0.115; number 55, H, carries 0.107; number 56, H, carries 0.107; number 57, H, carries 0.105; number 58, H, carries 0.108; number 59, H, carries 0.109; number 60, H, carries 0.103; number 61, H, carries 0.078; number 62, H, carries 0.080; number 63, H, carries 0.073; number 64, C, carries -0.054; number 65, C, carries -0.482; number 66, C, carries -0.075; number 67, O, carries -0.036; number 68, H, carries 0.063; number 69, H, carries 0.081; number 70, H, carries 0.066; number 71, H, carries 0.127; number 72, H, carries 0.055; number 73, H, carries 0.078; number 74, H, carries 0.072; number 75, H, carries 0.048; number 76, C, carries -0.044; number 77, C, carries -0.465; number 78, C, carries -0.073; number 79, O, carries -0.076; number 80, H, carries 0.084; number 81, H, carries 0.071; number 82, H, carries 0.073; number 83, H, carries 0.125; number 84, H, carries 0.065; number 85, H, carries 0.060; number 86, H, carries 0.059; number 87, H, carries 0.028; number 88, C, carries -0.033; number 89, C, carries -0.474; number 90, C, carries -0.052; number 91, O, carries -0.098; number 92, H, carries 0.066; number 93, H, carries 0.058; number 94, H, carries 0.068; number 95, H, carries 0.114; number 96, H, carries 0.077; number 97, H, carries 0.068; number 98, H, carries 0.065; number 99, H, carries 0.036

---

(2)
Density functional theory data (ωB97M-V/def2-TZVPD) for 3 unconnected molecules or ions with the total composition C23H23O10 in a non-equilibrium geometry.

Cartesian coordinates (Å):
1 O 7.541901 0.503051 1.883412
2 C 6.528584 -0.223956 1.969342
3 O 6.539264 -1.412087 2.377074
4 C 5.126811 0.285863 1.622216
5 C 4.681207 1.471865 2.154924
6 C 3.393182 1.935607 1.891921
7 C 2.598278 1.164226 1.082913
8 C 3.056749 -0.029947 0.499653
9 C 4.330026 -0.473903 0.771469
10 C 2.091254 -0.801264 -0.371666
11 O 2.375697 -1.347118 -1.416023
12 C 0.668726 -0.803762 0.186257
13 C -0.089938 -1.948636 0.139746
14 C -1.361827 -1.911109 0.706692
15 C -1.794034 -0.750501 1.294565
16 C -1.043284 0.412599 1.336071
17 C 0.214945 0.380914 0.771183
18 C 1.170702 1.566353 0.788986
19 O 0.813412 2.704623 0.556961
20 H 5.337000 2.059662 2.792334
21 H 3.034762 2.862430 2.333448
22 H 4.682555 -1.398854 0.324766
23 H 0.333782 -2.832329 -0.330769
24 H -1.962653 -2.816942 0.681256
25 H -2.778869 -0.733741 1.762920
26 H -1.387660 1.324962 1.815324
27 C 2.504720 1.191495 -3.583156
28 C 2.427354 2.336555 -2.621948
29 O 3.403432 3.360417 -2.878344
30 C 3.152854 4.147171 -3.914658
31 O 2.192941 4.097025 -4.641181
32 O 4.165456 5.016968 -4.029030
33 C 4.073350 5.865108 -5.169676
34 H 3.513177 0.773236 -3.581717
35 H 1.794941 0.423655 -3.276109
36 H 2.284519 1.470051 -4.614600
37 H 2.636872 1.943926 -1.628323
38 H 1.427724 2.773257 -2.603315
39 H 3.122074 6.394520 -5.191279
40 H 4.204258 5.282307 -6.081486
41 H 4.879403 6.591419 -5.097249
42 C -7.924267 -4.765557 0.694152
43 C -6.447094 -4.868642 1.013445
44 O -5.873810 -3.586985 1.304286
45 C -6.180573 -3.075774 2.495896
46 O -6.869910 -3.591338 3.336647
47 O -5.597530 -1.879607 2.592346
48 C -5.924725 -1.167384 3.786559
49 H -8.089386 -4.056855 -0.119149
50 H -8.320209 -5.738643 0.402022
51 H -8.492013 -4.409135 1.552736
52 H -5.911776 -5.246520 0.143786
53 H -6.260338 -5.559769 1.836226
54 H -5.705551 -1.761765 4.671418
55 H -6.974811 -0.877126 3.772495
56 H -5.311648 -0.270015 3.804235

Atoms 1-2, force components in eV/Å:
-1.05 0.76 -0.37
1.46 -1.12 0.78

Charge: -1

Quick look at the Löwdin charges, all values in e: number 1, O, carries -0.058; number 2, C, carries -0.710; number 3, O, carries -0.065; number 4, C, carries -0.113; number 5, C, carries -0.004; number 6, C, carries -0.004; number 7, C, carries -0.128; number 8, C, carries -0.096; number 9, C, carries 0.058; number 10, C, carries -0.271; number 11, O, carries 0.104; number 12, C, carries -0.091; number 13, C, carries -0.010; number 14, C, carries -0.072; number 15, C, carries -0.086; number 16, C, carries -0.011; number 17, C, carries -0.085; number 18, C, carries -0.284; number 19, O, carries 0.100; number 20, H, carries 0.122; number 21, H, carries 0.119; number 22, H, carries 0.137; number 23, H, carries 0.123; number 24, H, carries 0.106; number 25, H, carries 0.099; number 26, H, carries 0.122; number 27, C, carries -0.066; number 28, C, carries -0.201; number 29, O, carries 0.060; number 30, C, carries -0.610; number 31, O, carries 0.116; number 32, O, carries 0.004; number 33, C, carries -0.054; number 34, H, carries 0.091; number 35, H, carries 0.073; number 36, H, carries 0.074; number 37, H, carries 0.110; number 38, H, carries 0.129; number 39, H, carries 0.093; number 40, H, carries 0.096; number 41, H, carries 0.090; number 42, C, carries -0.069; number 43, C, carries -0.211; number 44, O, carries 0.037; number 45, C, carries -0.611; number 46, O, carries 0.122; number 47, O, carries 0.000; number 48, C, carries -0.040; number 49, H, carries 0.082; number 50, H, carries 0.079; number 51, H, carries 0.072; number 52, H, carries 0.122; number 53, H, carries 0.124; number 54, H, carries 0.097; number 55, H, carries 0.098; number 56, H, carries 0.092

---

Energy relative to the best compared isomer or geometry (same formula, charge and spin) (computed, kJ/mol): 454.5, 44.1